ORCA calculation (ωB97M-V/def2-TZVPD) on a structure of composition C23H21N3 in a non-equilibrium geometry.

The calculation puts the total energy at -28657.9299 eV. The largest force on an atom comes out at 0.0515 hartree/bohr. The value obtained for the HOMO-LUMO gap is 7.16 eV. Its energy above the lowest of the compared OMol25 structures with the same formula, charge and spin is 108.0 kcal/mol.

Geometry as ORCA input:
```
! RIJCOSX wB97M-V def2-TZVPD def2/J DEFGRID3
* xyz 0 1
C 3.9655 1.1533 -2.0260
C 2.8454 1.8894 -2.4411
C 1.5666 1.3165 -2.3652
C 1.4090 0.0032 -1.9010
C 0.1002 -0.6386 -1.7488
N 0.1180 -1.7225 -1.0067
C -0.9510 -2.2918 -0.3319
C -0.6274 -3.6912 0.0612
N -0.4874 -4.7468 0.5417
C -1.0996 -0.1067 -2.4198
C -1.0114 0.3824 -3.7373
C -2.1562 0.8048 -4.4203
C -3.4097 0.7527 -3.7857
C -3.5023 0.2817 -2.4619
C -2.3530 -0.1284 -1.7932
C 2.5286 -0.7094 -1.4468
C 3.8078 -0.1430 -1.5130
H 4.9658 1.5934 -2.0945
H 2.9587 2.9048 -2.8200
H 0.6929 1.8952 -2.6588
H -1.8825 -2.3491 -0.9282
H -0.0435 0.4210 -4.2363
H -2.0759 1.1795 -5.4436
H -4.3033 1.0884 -4.3077
H -4.4702 0.2406 -1.9582
H -2.4255 -0.4804 -0.7581
H 2.3904 -1.7083 -1.0386
H 4.6649 -0.7183 -1.1631
C -2.3592 0.4923 2.3035
N -1.0503 -0.1569 2.1088
C -0.0054 0.2418 3.0019
C 1.3318 0.0016 2.6374
C 2.3761 0.2505 3.5411
C 2.0994 0.7318 4.8291
C 0.7802 1.0148 5.1959
C -0.2706 0.8118 4.2740
C -1.0270 -1.3155 1.3465
H -2.2435 1.4157 2.8760
H -2.7822 0.7370 1.3284
H -3.0471 -0.1629 2.8487
H 1.5426 -0.3752 1.6367
H 3.4035 0.0667 3.2277
H 2.9167 0.8854 5.5443
H 0.5667 1.3883 6.1865
H -1.2811 1.0560 4.5810
H -0.1072 -1.8718 1.5165
H -2.0584 -1.6838 1.2189
*
```

=====

ORCA calculation (ωB97M-V/def2-TZVPD) on the molecule C23H21N3O3S2 in a non-equilibrium geometry.

The calculation puts the total energy at -56476.1525 eV. The largest force on an atom comes out at 0.0230 hartree/bohr. The value obtained for the HOMO-LUMO gap is 8.03 eV. Its energy above the lowest of the compared OMol25 structures with the same formula, charge and spin is 8.7 kcal/mol. As for the structure (SMILES): Cc1ccc2nc(-c3ccc(NC(=O)CN(C)S(=O)(=O)c4ccccc4)cc3)sc2c1.

Geometry as ORCA input:
```
! RIJCOSX wB97M-V def2-TZVPD def2/J DEFGRID3
* xyz 0 1
C 2.0100 -9.8846 1.1427
C 1.8737 -8.3926 1.1606
C 2.6447 -7.6390 2.0546
C 2.5591 -6.2673 2.1126
C 1.6787 -5.6094 1.2559
N 1.4740 -4.2688 1.1890
C 0.6021 -3.9404 0.3068
C 0.1878 -2.5878 0.0289
C 0.7544 -1.5354 0.7569
C 0.3692 -0.2376 0.5156
C -0.5916 0.0463 -0.4586
N -0.9350 1.3847 -0.6427
C -1.8161 1.9251 -1.5139
O -2.5057 1.3248 -2.3090
C -1.8624 3.4623 -1.4032
N -0.5797 4.0861 -1.6052
C 0.0445 3.9514 -2.8970
S 0.2871 4.5518 -0.2726
O 0.1446 3.5555 0.7644
O 1.6056 4.9012 -0.7005
C -0.5981 6.0170 0.2391
C -0.4947 7.1479 -0.5477
C -1.1986 8.2850 -0.1894
C -1.9967 8.2743 0.9450
C -2.0906 7.1343 1.7270
C -1.3861 5.9945 1.3726
C -1.1568 -0.9963 -1.1904
C -0.7675 -2.2963 -0.9445
S -0.1013 -5.3134 -0.5873
C 0.9019 -6.3709 0.3535
C 0.9962 -7.7507 0.3037
H 1.3330 -10.3301 0.4187
H 3.0302 -10.1676 0.8856
H 1.7895 -10.2967 2.1267
H 3.3243 -8.1579 2.7153
H 3.1544 -5.6909 2.8026
H 1.4939 -1.7663 1.5069
H 0.8037 0.5776 1.0762
H -0.4511 2.0367 -0.0224
H -2.5743 3.8333 -2.1488
H -2.2115 3.7403 -0.4062
H 1.0425 4.3740 -2.8154
H -0.5295 4.4978 -3.6493
H 0.1209 2.9033 -3.1989
H 0.1421 7.1230 -1.4174
H -1.1253 9.1778 -0.7913
H -2.5454 9.1617 1.2227
H -2.7089 7.1321 2.6115
H -1.4261 5.0942 1.9656
H -1.8973 -0.7803 -1.9422
H -1.2104 -3.1012 -1.5133
H 0.3925 -8.3122 -0.3932
*
```

=====

ORCA calculation (ωB97M-V/def2-TZVPD) on a structure of composition C23H21N3OS2 in a non-equilibrium geometry.

The calculation puts the total energy at -52364.1381 eV. The largest force on an atom comes out at 0.3484 hartree/bohr. The value obtained for the HOMO-LUMO gap is 7.94 eV.

Geometry as ORCA input:
```
! RIJCOSX wB97M-V def2-TZVPD def2/J DEFGRID3
* xyz 0 1
C 1.7418 2.1384 -0.8825
C 0.6509 1.7957 0.2646
C -0.4842 2.3972 0.4860
C -1.3630 2.1699 1.4195
C -2.7317 2.8633 1.5100
C -3.2653 2.6070 2.6233
C -2.7434 1.7581 3.5393
C -1.7294 0.7913 3.4268
C -0.9246 1.0516 2.2422
N 0.1658 0.4418 2.0736
C 1.1020 0.5379 1.0725
S 2.3571 -0.5269 0.6471
C 1.5668 -1.9484 1.1870
C 0.4305 -2.1713 1.9218
O 0.1175 -2.5916 2.9450
N -0.6186 -1.8638 0.9852
C -0.7463 -1.2766 -0.2605
N 0.3493 -1.3941 -1.0881
C -0.0088 -0.9631 -2.1208
C -1.1027 -0.3001 -2.2956
S -2.1605 -0.6700 -0.9393
H -1.4679 0.2061 -3.1480
C 1.1670 -0.8647 -3.2097
C 0.9599 -0.3656 -4.5653
C 1.6928 -0.6648 -5.5171
C 3.0473 -0.7294 -5.1075
C 3.2750 -0.9692 -3.9601
C 2.4180 -1.2918 -2.8435
H 2.6997 -1.3648 -1.9784
H 4.4025 -1.2920 -3.5878
H 3.8764 -0.7975 -5.8889
H 1.4575 -0.1513 -6.6077
H -0.2111 -0.1826 -4.8058
C -2.1124 -2.0430 1.5379
H -2.5223 -1.1036 1.7508
H -2.5635 -2.8208 1.0761
H -2.0549 -2.7587 2.5422
H 2.6543 -2.1997 2.1167
H 1.8660 -2.6725 0.3936
C -0.9701 -0.1044 4.4956
H -0.3901 0.6467 5.2185
H -0.3747 -0.8281 4.0498
H -1.9253 -0.3573 5.0568
H -3.4728 1.4979 4.4102
H -4.1972 2.9130 2.7763
H -2.9435 3.6469 1.0004
H -0.7735 3.3703 -0.3310
H 2.5536 2.5219 -0.4538
H 1.2955 2.7566 -1.5361
H 2.0103 1.1558 -1.6411
*
```

=====

ORCA calculation (ωB97M-V/def2-TZVPD) on a cluster of 2 separate species, C23H21NO2S in total in a non-equilibrium geometry.

The calculation puts the total energy at -40606.8842 eV. The largest force on an atom comes out at 0.0402 hartree/bohr. The value obtained for the HOMO-LUMO gap is 3.30 eV. Its energy above the lowest of the compared OMol25 structures with the same formula, charge and spin is 135.5 kcal/mol.

Geometry as ORCA input:
```
! RIJCOSX wB97M-V def2-TZVPD def2/J DEFGRID3
* xyz 0 1
C -5.3575 -3.7194 1.5215
C -4.1516 -2.9279 1.1257
C -2.8979 -3.1964 1.6978
C -1.7900 -2.4339 1.3679
C -1.8815 -1.3560 0.4487
C -0.7403 -0.5615 0.1123
C -0.7635 0.3627 -0.9302
C 0.2778 1.1775 -1.3625
C 0.1494 2.1913 -2.3622
C 1.2747 2.9469 -2.7954
C 1.1442 3.9540 -3.7342
C -0.1105 4.2527 -4.2897
C -0.2501 5.3528 -5.2939
C -1.2290 3.5098 -3.8928
C -1.1088 2.5038 -2.9495
C -3.1533 -1.1371 -0.1569
C -4.2580 -1.8990 0.1833
H -6.2539 -3.3705 1.0007
H -5.2340 -4.7847 1.2923
H -5.5494 -3.6321 2.5978
H -2.7958 -4.0134 2.4144
H -0.8191 -2.6456 1.8164
H 0.1894 -0.7314 0.6574
H -1.6774 0.3973 -1.5183
H 1.2644 1.0321 -0.9224
H 2.2483 2.7199 -2.3652
H 2.0207 4.5245 -4.0443
H -1.2869 5.4577 -5.6282
H 0.0609 6.3178 -4.8734
H 0.3672 5.1627 -6.1811
H -2.2025 3.7386 -4.3300
H -1.9886 1.9511 -2.6340
H -3.2737 -0.3371 -0.8809
H -5.2325 -1.6944 -0.2662
S 0.7746 0.2793 3.0994
C 2.2818 -0.4034 3.2944
C 2.5163 -1.5339 4.1510
C 3.6951 -2.2518 4.0708
C 4.7357 -1.8327 3.2058
N 5.9398 -2.5871 3.1026
O 6.8317 -2.1804 2.3181
O 6.0597 -3.6256 3.7969
C 4.5640 -0.6576 2.4343
C 3.3904 0.0656 2.5125
H 1.7180 -1.8460 4.8233
H 3.8664 -3.1573 4.6525
H 5.3826 -0.3593 1.7811
H 3.2526 0.9771 1.9325
*
```